(1)
{
  "formula": "C51H49F7N5O4PtS",
  "method": "the ωB97M-V functional and the def2-TZVPD basis",
  "spin_multiplicity": 3,
  "orbital_gap_ev": [7.680, 5.557],
  "charge": 1,
  "lumo_ha": [-0.105, -0.183],
  "symbols": ["Pt", "C", "F", "F", "F", "S", "O", "O", "O", "N", "C", "C", "C", "C", "C", "H", "H", "H", "H", "H", "N", "C", "C", "C", "C", "C", "H", "H", "H", "H", "H", "N", "C", "C", "C", "C", "C", "H", "H", "H", "H", "H", "N", "C", "C", "C", "C", "C", "H", "H", "H", "H", "H", "N", "C", "C", "C", "C", "C", "H", "H", "H", "H", "H", "C", "O", "H", "H", "H", "H", "F", "C", "C", "C", "C", "C", "C", "H", "H", "H", "H", "H", "F", "C", "C", "C", "C", "C", "C", "H", "H", "H", "H", "H", "F", "C", "C", "C", "C", "C", "C", "H", "H", "H", "H", "H", "F", "C", "C", "C", "C", "C", "C", "H", "H", "H", "H", "H"],
  "positions_angstrom": [[3.284, 3.277, -0.137], [0.406, -0.443, 0.291], [-0.534, -1.154, -0.319], [-0.141, 0.329, 1.233], [1.281, -1.289, 0.846], [1.242, 0.603, -0.968], [0.173, 1.342, -1.584], [2.129, 1.467, -0.156], [1.962, -0.287, -1.836], [1.448, -0.508, 5.745], [1.984, -1.089, 4.674], [1.339, -2.051, 3.918], [0.073, -2.482, 4.288], [-0.465, -1.910, 5.424], [0.231, -0.905, 6.081], [2.976, -0.746, 4.397], [1.836, -2.409, 3.025], [-0.400, -3.253, 3.693], [-1.481, -2.160, 5.703], [-0.278, -0.437, 6.917], [-4.050, 0.324, 0.229], [-3.085, 1.001, -0.383], [-3.075, 1.289, -1.731], [-4.156, 0.875, -2.501], [-5.187, 0.198, -1.879], [-5.073, -0.070, -0.522], [-2.242, 1.307, 0.227], [-2.275, 1.869, -2.168], [-4.232, 1.193, -3.534], [-6.118, 0.006, -2.395], [-5.831, -0.674, -0.035], [3.372, 2.959, 1.974], [2.314, 2.440, 2.596], [2.159, 2.410, 3.969], [3.206, 2.897, 4.739], [4.309, 3.453, 4.113], [4.356, 3.460, 2.734], [1.499, 2.051, 1.999], [1.290, 1.928, 4.392], [3.180, 2.776, 5.816], [5.148, 3.879, 4.644], [5.198, 3.866, 2.189], [1.406, 4.433, 0.063], [0.438, 4.333, -0.844], [-0.705, 5.107, -0.766], [-0.892, 5.910, 0.342], [0.133, 6.050, 1.263], [1.254, 5.268, 1.100], [0.594, 3.649, -1.667], [-1.458, 5.000, -1.534], [-1.851, 6.387, 0.499], [0.037, 6.688, 2.130], [2.102, 5.300, 1.773], [3.341, 3.394, -2.223], [3.639, 2.319, -2.962], [3.826, 2.322, -4.324], [3.732, 3.547, -4.969], [3.374, 4.668, -4.239], [3.224, 4.553, -2.874], [3.763, 1.378, -2.437], [4.185, 1.441, -4.832], [3.927, 3.621, -6.031], [3.329, 5.656, -4.672], [3.011, 5.455, -2.312], [3.863, -2.155, -3.948], [3.339, -0.841, -4.195], [4.411, -2.409, -4.850], [4.498, -2.135, -3.060], [3.061, -2.882, -3.799], [2.825, -0.572, -3.422], [1.945, -7.815, 2.809], [1.378, -7.018, 1.886], [1.215, -5.678, 2.148], [0.576, -4.870, 1.217], [0.263, -5.414, -0.019], [0.481, -6.755, -0.296], [1.022, -7.580, 0.669], [1.603, -5.291, 3.084], [0.453, -3.812, 1.408], [-0.249, -4.784, -0.739], [0.149, -7.122, -1.258], [1.204, -8.630, 0.488], [-3.755, -4.137, 2.128], [-3.492, -4.262, 0.816], [-3.036, -3.155, 0.119], [-2.736, -3.231, -1.236], [-2.928, -4.449, -1.888], [-3.373, -5.551, -1.184], [-3.646, -5.475, 0.171], [-2.832, -2.242, 0.669], [-2.403, -2.414, -1.864], [-2.805, -4.509, -2.963], [-3.491, -6.507, -1.677], [-4.004, -6.355, 0.691], [-2.668, -0.492, -6.019], [-1.813, -1.389, -5.477], [-1.141, -1.024, -4.322], [-0.257, -1.924, -3.762], [-0.077, -3.184, -4.323], [-0.788, -3.518, -5.465], [-1.664, -2.618, -6.070], [-1.339, -0.030, -3.941], [0.300, -1.679, -2.869], [0.537, -3.921, -3.822], [-0.674, -4.502, -5.904], [-2.173, -2.964, -6.957], [-1.685, 6.080, 4.201], [-2.075, 4.867, 3.751], [-1.139, 3.865, 3.559], [-1.587, 2.595, 3.217], [-2.933, 2.333, 3.028], [-3.863, 3.337, 3.250], [-3.418, 4.611, 3.568], [-0.086, 4.108, 3.495], [-0.841, 1.828, 3.053], [-3.268, 1.342, 2.747], [-4.921, 3.119, 3.231], [-4.144, 5.399, 3.736]]
}

---

(2)
{
  "formula": "C35H29Cl5F6LaN7O4SbSi",
  "method": "the ωB97M-V functional and the def2-TZVPD basis",
  "spin_multiplicity": 2,
  "orbital_gap_ev": [6.570, 4.721],
  "lumo_ha": [-0.021, -0.089],
  "symbols": ["La", "Cl", "C", "C", "C", "N", "C", "O", "C", "C", "C", "C", "C", "N", "C", "C", "C", "Cl", "N", "C", "O", "C", "C", "C", "C", "C", "N", "H", "H", "H", "H", "H", "H", "H", "H", "H", "H", "O", "C", "C", "C", "C", "C", "C", "N", "H", "H", "H", "H", "H", "H", "H", "C", "N", "N", "C", "O", "C", "C", "C", "C", "C", "C", "C", "C", "C", "H", "H", "H", "H", "H", "H", "H", "H", "H", "H", "H", "H", "Cl", "Si", "Cl", "Cl", "F", "Sb", "F", "F", "F", "F", "F"],
  "positions_angstrom": [[0.130, 0.858, -0.340], [-4.154, 5.131, -4.045], [-2.692, 4.597, -3.265], [-2.851, 3.958, -2.090], [-1.692, 3.423, -1.434], [-1.677, 2.687, -0.311], [-2.767, 2.694, 0.515], [-3.839, 3.295, 0.374], [-2.499, 2.025, 1.843], [-3.393, 2.164, 2.883], [-3.064, 1.578, 4.103], [-1.865, 0.890, 4.231], [-1.021, 0.801, 3.141], [-1.367, 1.308, 1.940], [-0.369, 3.698, -1.982], [-0.274, 4.400, -3.203], [-1.376, 4.864, -3.852], [-1.218, 5.676, -5.397], [0.656, 3.214, -1.253], [1.862, 3.894, -1.096], [2.154, 4.969, -1.565], [2.730, 3.304, -0.045], [3.826, 4.091, 0.282], [4.649, 3.669, 1.275], [4.405, 2.408, 1.827], [3.316, 1.662, 1.425], [2.469, 2.125, 0.483], [-3.825, 3.789, -1.709], [-4.264, 2.778, 2.732], [-3.774, 1.637, 4.916], [-1.598, 0.454, 5.163], [-0.080, 0.304, 3.175], [0.738, 4.579, -3.598], [3.899, 5.027, -0.245], [5.511, 4.263, 1.610], [5.033, 2.001, 2.619], [3.086, 0.692, 1.817], [-1.333, -1.267, 0.502], [-2.629, -1.458, 1.044], [-3.718, -1.041, 0.055], [-4.825, -1.837, -0.226], [-5.777, -1.318, -1.117], [-5.590, -0.079, -1.676], [-4.438, 0.622, -1.342], [-3.525, 0.152, -0.512], [-1.139, -1.961, -0.177], [-2.661, -0.818, 1.912], [-2.751, -2.491, 1.400], [-4.952, -2.821, 0.226], [-6.635, -1.866, -1.422], [-6.291, 0.356, -2.371], [-4.257, 1.621, -1.758], [3.593, -4.615, 1.487], [2.720, -3.666, 2.186], [1.873, -2.861, 1.401], [1.831, -1.592, 1.884], [1.245, -0.625, 1.314], [2.563, -1.626, 3.074], [3.117, -2.857, 3.219], [4.098, -3.358, 4.207], [1.223, -3.438, 0.280], [0.070, -4.155, 0.498], [-0.626, -4.740, -0.559], [-0.077, -4.609, -1.843], [1.063, -3.851, -2.058], [1.738, -3.295, -0.994], [4.358, -4.079, 0.910], [2.930, -5.148, 0.797], [3.999, -5.323, 2.198], [2.643, -0.790, 3.771], [4.106, -2.721, 5.081], [5.074, -3.300, 3.780], [3.930, -4.372, 4.516], [-0.289, -4.286, 1.508], [-1.536, -5.316, -0.405], [-0.559, -5.086, -2.688], [1.483, -3.735, -3.064], [2.630, -2.692, -1.180], [4.378, -1.555, -3.494], [3.598, -0.347, -1.870], [4.502, 1.652, -2.266], [4.799, -1.057, -0.142], [-0.266, -0.904, -2.087], [-0.660, -0.185, -3.948], [-1.702, 1.298, -3.111], [1.010, 0.916, -4.037], [-1.063, 0.483, -5.549], [0.095, -1.704, -4.704], [-2.173, -1.162, -3.575]]
}

---

(3)
{
  "formula": "C30H38N4O2V",
  "method": "the ωB97M-V functional and the def2-TZVPD basis",
  "spin_multiplicity": 3,
  "orbital_gap_ev": [7.001, 7.360],
  "charge": 1,
  "lumo_ha": [-0.123, -0.117],
  "symbols": ["V", "O", "C", "O", "C", "C", "C", "C", "C", "N", "H", "H", "H", "H", "C", "C", "C", "C", "C", "C", "C", "C", "C", "C", "C", "C", "N", "C", "C", "C", "C", "C", "N", "C", "C", "C", "C", "H", "H", "H", "H", "H", "H", "H", "H", "H", "H", "H", "H", "H", "H", "H", "H", "H", "H", "H", "H", "H", "H", "H", "H", "H", "H", "H", "H", "H", "C", "C", "C", "N", "H", "H", "H", "H", "H"],
  "positions_angstrom": [[-0.256, -0.414, -0.067], [-0.767, -3.788, 1.834], [-0.991, -2.681, 1.435], [-0.162, -1.867, 0.830], [-2.352, -2.025, 1.539], [-3.340, -2.480, 2.390], [-4.547, -1.798, 2.411], [-4.725, -0.717, 1.560], [-3.680, -0.339, 0.733], [-2.508, -0.971, 0.727], [-3.148, -3.344, 3.012], [-5.336, -2.108, 3.083], [-5.658, -0.173, 1.527], [-3.781, 0.497, 0.050], [-0.769, 2.386, 2.490], [-0.157, 0.987, 2.538], [-0.709, 0.160, 3.699], [1.362, 1.037, 2.565], [1.984, 1.529, 3.701], [3.364, 1.545, 3.800], [4.116, 0.951, 2.806], [3.539, 0.425, 1.651], [4.485, -0.414, 0.786], [5.369, 0.417, -0.164], [3.871, -1.623, 0.070], [2.149, 0.593, 1.484], [1.510, 0.341, 0.245], [2.053, 0.738, -0.881], [1.448, 0.291, -2.064], [1.767, 0.377, -3.423], [0.847, -0.420, -4.093], [-0.021, -0.970, -3.133], [0.343, -0.540, -1.906], [-1.223, -1.852, -3.370], [-1.161, -3.085, -2.457], [-1.263, -2.307, -4.829], [-2.495, -1.043, -3.060], [-1.856, 2.334, 2.392], [-0.366, 2.951, 1.647], [-0.528, 2.931, 3.401], [-0.485, 0.460, 1.627], [-0.436, 0.604, 4.655], [-0.305, -0.854, 3.677], [-1.799, 0.105, 3.651], [1.384, 1.898, 4.524], [3.844, 1.961, 4.676], [5.188, 0.851, 2.934], [5.165, -0.844, 1.525], [4.913, 0.530, -1.149], [6.326, -0.085, -0.315], [5.570, 1.408, 0.243], [3.381, -1.367, -0.866], [3.152, -2.138, 0.711], [4.669, -2.325, -0.173], [2.939, 1.363, -0.880], [2.578, 0.945, -3.852], [0.818, -0.594, -5.155], [-0.264, -3.671, -2.657], [-2.033, -3.719, -2.628], [-1.153, -2.793, -1.409], [-0.338, -2.812, -5.110], [-1.416, -1.462, -5.502], [-2.088, -3.006, -4.972], [-2.498, -0.721, -2.017], [-3.379, -1.658, -3.235], [-2.554, -0.163, -3.703], [-2.673, 4.273, -0.763], [-1.484, 3.636, -1.504], [-1.229, 2.303, -1.007], [-1.041, 1.253, -0.587], [-2.821, 5.289, -1.120], [-2.493, 4.302, 0.311], [-3.584, 3.706, -0.949], [-0.576, 4.226, -1.368], [-1.688, 3.572, -2.574]]
}